(1)
A structure of composition C5H9FN2, computed with ωB97M-V/def2-TZVPD.

As for the charge: 0. Its orbital gap is 9.38 eV. As for the LUMO energy: 0.98 eV.

Each line ends with the natural charge from an NBO analysis.
Geometry (Å):
C  0.9582  -1.1213  1.9553  -0.4238
C  0.0121  -1.3238  -0.2873  -0.2626
C  -0.4364  -0.2500  -1.1341  0.1091
C  -0.0838  1.0004  -0.4704  0.1367
C  -0.7574  2.2496  -0.9260  -0.6566
H  1.8152  -0.6378  2.5754  0.2199
H  0.0290  -1.2934  2.5650  0.1836
H  1.5287  -2.1140  1.7102  0.2048
H  0.6696  -1.9999  -0.7956  0.2078
H  -0.8162  -2.0700  0.1853  0.2138
H  0.0145  -0.4725  -2.0584  0.1884
H  -1.6949  2.1279  -1.6375  0.2568
H  0.1572  2.8785  -1.6158  0.2312
H  -1.1343  2.9924  0.1388  0.2447
N  0.8834  -0.5251  0.6754  -0.3037
N  0.6725  0.8802  0.4970  -0.1844
F  -1.8175  -0.3214  -1.3772  -0.3657

---

(2)
The ion C5H4N2 with charge +2, computed with ωB97M-V/def2-TZVPD.

As for the charge: +2. Its orbital gap (alpha / beta) is 8.61 / 8.61 eV. Its SMILES is Cc1[n+]#cc#c[nH+]1. As for the LUMO energy (alpha / beta): -13.72 / -13.71 eV.

Each line ends with the natural charge from an NBO analysis.
Geometry (Å):
C  -1.5169  -0.4248  -0.0003  -0.7530
C  -0.1111  -0.2171  -0.0003  0.6105
N  0.7737  -1.2177  -0.0001  -0.2943
C  1.9791  -0.9291  0.0002  0.6864
C  2.6131  0.2170  0.0002  0.1042
C  1.7424  1.1815  0.0001  0.6024
N  0.4578  1.1101  -0.0002  -0.5051
H  -1.8235  -1.0673  0.8518  0.3576
H  -1.8221  -1.0763  -0.8460  0.3574
H  -2.1302  0.4802  -0.0049  0.3012
H  -0.1623  1.9435  -0.0005  0.5327

---

(3)
A structure of composition CH3I2P, computed with ωB97M-V/def2-TZVPD.

As for the charge: 0. Its orbital gap is 6.66 eV. As for the LUMO energy: -0.99 eV.

Each line ends with the natural charge from an NBO analysis.
Geometry (Å):
C  -0.7431  0.1461  0.7412  -0.8797
P  0.6290  -0.6521  -0.4471  0.4329
I  -2.5628  0.7463  -0.1584  0.1479
I  0.3181  1.7601  1.8061  0.0709
H  -0.2531  -1.7294  -0.7794  0.0788
H  1.5668  -0.1822  0.5996  0.1283
H  1.0451  -0.0887  -1.7620  0.0209

---

Which total energy belongs to each record? In order, -405.15219; -301.43408; -976.47596 Eh.
Which ΔE to the lowest compared entry with this formula, charge and spin belongs to each record? In order, 362.7; 53.8; 534.8 kJ/mol.
Which molar mass belongs to each record? In order, 116.1; 92.1; 299.8 g mol⁻¹.